(1)
C17H20Cl3O3Tl | ωB97M-V/def2-TZVPD

Each line ends with the Löwdin charge.
Element x y z (Å)
1 Tl -0.054 0.085 1.188  1.0698
2 C 2.761 0.981 2.310  -0.2674
3 C 3.203 0.104 1.267  -0.2536
4 C 3.223 0.844 0.048  -0.2438
5 H 3.489 -0.941 1.391  0.0617
6 C 2.788 2.174 0.328  -0.2257
7 C 2.494 2.262 1.724  -0.2327
8 H 2.152 3.146 2.253  0.0573
9 H 2.658 0.720 3.360  0.0630
10 H 3.547 0.466 -0.925  0.0516
11 H 2.724 2.990 -0.391  0.0527
12 C -2.987 1.037 1.798  -0.2665
13 C -2.288 2.222 2.193  -0.2534
14 C -1.974 2.963 1.013  -0.2263
15 H -2.054 2.516 3.216  0.0599
16 C -2.477 2.238 -0.112  -0.2375
17 C -3.097 1.045 0.373  -0.2476
18 H -3.586 0.287 -0.239  0.0592
19 H -3.377 0.269 2.466  0.0644
20 H -1.470 3.927 0.975  0.0576
21 H -2.430 2.555 -1.152  0.0462
22 O -0.170 -0.694 -1.213  -0.3093
23 C -0.257 -0.213 -2.844  -0.4058
24 C 0.415 -1.547 -3.197  -0.1022
25 C 0.564 1.046 -2.976  -0.0233
26 C -1.710 -0.092 -3.237  -0.0327
27 C 0.481 -1.879 -1.696  -0.2261
28 H 1.398 -1.439 -3.667  0.1043
29 H -0.232 -2.227 -3.758  0.1006
30 H -0.093 -2.761 -1.377  0.1059
31 H 1.508 -1.937 -1.304  0.1166
32 H 0.543 1.390 -4.021  0.0828
33 H 1.605 0.871 -2.678  0.0809
34 H 0.148 1.839 -2.341  0.0940
35 H -1.785 -0.079 -4.334  0.0821
36 H -2.137 0.836 -2.844  0.0729
37 H -2.288 -0.941 -2.856  0.0932
38 Cl -0.352 -3.444 5.093  0.5547
39 C -0.146 -3.921 3.397  -1.4960
40 Cl 1.506 -4.563 3.125  0.5400
41 Cl -1.364 -5.134 2.959  0.5382
42 C -0.282 -2.635 2.426  -0.8332
43 O -0.002 -1.535 3.018  -0.2418
44 O -0.597 -2.834 1.241  -0.0848

Atomic forces in eV per Å
Tl 0.09 1.48 -0.02
C 0.20 0.39 -0.97
C -0.14 0.71 0.11
C -0.16 0.28 0.57
H -0.11 0.26 -0.04
C 0.08 -0.54 0.63
C 0.56 -0.97 -0.42
H -0.03 -0.13 -0.09
H -0.08 0.01 -0.18
H -0.13 0.08 0.24
H -0.09 -0.17 0.11
C 0.19 0.58 -0.45
C -0.34 -0.14 -0.87
C -0.54 -0.71 0.04
H 0.02 -0.10 -0.23
C -0.11 -0.27 0.95
C 0.25 0.64 0.41
H 0.16 0.13 0.17
H 0.17 0.17 -0.19
H 0.00 -0.25 0.02
H 0.07 -0.04 0.13
O -0.28 0.67 -4.36
C -0.01 -0.54 2.81
C -0.01 0.00 0.70
C -0.06 -0.05 0.05
C 0.05 0.14 0.15
C 0.20 -0.36 0.25
H -0.20 -0.03 -0.09
H 0.13 0.15 -0.12
H 0.29 0.05 -0.11
H -0.24 -0.10 -0.02
H 0.00 -0.07 0.06
H -0.26 0.05 0.03
H 0.09 -0.24 -0.08
H 0.05 0.00 0.10
H 0.02 -0.19 0.03
H 0.16 0.17 -0.05
Cl 0.08 -0.32 -0.11
C -0.06 0.72 -0.58
Cl -0.25 -0.09 0.18
Cl 0.12 -0.16 0.12
C 0.23 1.99 0.26
O -0.48 -2.82 -0.38
O 0.34 -0.37 1.26

As for the orbital gap: 5.2 eV. Its charge is -2. For the calculated total energy, the calculation gives -2438.498066 hartree. The value obtained for the highest occupied orbital energy is -0.679 eV.



(2)
C17H20ClN3O4S | ωB97M-V/def2-TZVPD

Each line ends with the Löwdin charge.
Element x y z (Å)
1 C 2.749 2.613 -1.054  -0.0446
2 C 3.890 1.710 -0.682  -0.2127
3 C 5.186 2.201 -0.660  -0.0441
4 C 6.266 1.404 -0.323  -0.1097
5 C 6.036 0.079 0.001  -0.6690
6 C 4.757 -0.450 -0.010  -0.0316
7 C 3.680 0.361 -0.352  -0.1671
8 N 2.372 -0.127 -0.384  0.1507
9 C 1.902 -1.368 -0.068  -0.3716
10 O 2.599 -2.278 0.346  0.0660
11 C 0.447 -1.492 -0.285  -0.1165
12 C -0.425 -0.603 -0.898  0.0023
13 C -1.690 -1.199 -0.904  -0.2654
14 C -1.564 -2.424 -0.289  -0.0412
15 N -0.280 -2.600 0.073  -0.0735
16 C 0.192 -3.773 0.763  0.0027
17 H 1.277 -3.820 0.694  0.0796
18 H -0.094 -3.733 1.816  0.1030
19 H -0.247 -4.662 0.311  0.0995
20 H -2.315 -3.170 -0.120  0.1407
21 S -3.175 -0.474 -1.539  0.6584
22 O -4.085 -1.520 -1.893  -0.2747
23 O -2.816 0.515 -2.511  -0.2754
24 N -3.841 0.338 -0.241  -0.2388
25 C -4.321 -0.496 0.835  -0.1789
26 H -4.903 -1.301 0.389  0.1225
27 C -5.181 0.370 1.760  -0.1826
28 H -5.492 -0.193 2.641  0.1294
29 O -4.449 1.476 2.237  -0.1270
30 C -3.990 2.280 1.174  -0.1834
31 H -3.439 3.104 1.631  0.1293
32 C -3.090 1.477 0.232  -0.1788
33 H -2.805 2.064 -0.640  0.1221
34 H -2.187 1.156 0.776  0.1301
35 H -4.844 2.675 0.606  0.1318
36 H -6.066 0.715 1.208  0.1318
37 H -3.480 -0.919 1.410  0.1287
38 H -0.222 0.352 -1.341  0.1143
39 H 1.688 0.541 -0.702  0.0989
40 H 4.592 -1.483 0.245  0.0972
41 Cl 7.362 -0.942 0.426  0.6792
42 H 7.266 1.805 -0.311  0.1027
43 H 5.358 3.237 -0.913  0.1121
44 H 2.020 2.680 -0.246  0.0869
45 H 3.119 3.615 -1.253  0.0795
46 H 2.243 2.260 -1.954  0.0872

Atomic forces in eV per Å
C 0.11 -0.10 0.04
C -0.03 -0.03 0.01
C -0.05 -0.16 0.03
C 0.09 -0.12 0.05
C -0.25 0.34 -0.12
C 0.05 -0.18 0.05
C 0.55 0.09 0.04
N -0.29 0.33 -0.16
C 0.03 0.04 0.01
O 0.07 0.05 0.00
C -0.33 0.43 -0.29
C 0.33 -0.14 0.15
C -0.60 0.17 -0.23
C -0.29 0.05 -0.13
N -0.16 0.27 -0.22
C 0.31 -0.64 0.43
H -0.24 -0.04 0.00
H 0.02 0.01 -0.06
H -0.02 0.05 -0.01
H -0.09 -0.23 0.06
S 0.09 -0.04 0.23
O 0.05 -0.15 0.30
O 0.24 0.08 0.24
N 0.18 -0.40 -0.94
C -0.34 -0.23 0.44
H -0.07 -0.03 0.20
C 0.03 -0.28 -0.18
H -0.02 -0.02 -0.13
O 0.06 0.02 0.20
C 0.21 0.00 -0.27
H -0.02 -0.03 -0.12
C 0.16 0.56 0.22
H 0.05 0.15 0.14
H -0.05 0.05 -0.03
H 0.07 0.02 0.03
H 0.02 -0.05 0.05
H -0.07 0.01 -0.01
H 0.17 0.20 -0.11
H 0.03 -0.16 0.09
H 0.04 0.00 0.01
Cl 0.18 -0.14 0.06
H 0.11 0.02 0.01
H -0.01 0.11 -0.03
H -0.12 0.05 0.02
H -0.05 0.05 -0.02
H -0.12 0.03 -0.08

As for the orbital gap: 9.0 eV. The energy relative to the best compared isomer or geometry (same formula, charge and spin) is 42.40 kJ/mol. As for the SMILES: Cc1ccc(Cl)cc1NC(=O)c1cc(S(=O)(=O)N2CCOCC2)cn1C. For the calculated total energy, the calculation gives -1983.421342 hartree. The value obtained for the highest occupied orbital energy is -8.652 eV.



(3)
C17H20CoN4O6S2 | ωB97M-V/def2-TZVPD

Each line ends with the Löwdin charge.
Element x y z (Å)
1 Co -0.518 0.480 0.563  0.4128
2 O -2.447 2.541 2.425  -0.3104
3 S -1.043 2.396 2.129  0.3415
4 O -0.156 3.328 2.772  -0.2931
5 O -0.817 2.394 0.604  -0.3852
6 O -0.599 0.941 2.406  -0.3967
7 N -7.045 0.536 -1.844  0.1818
8 C -5.981 -0.071 -2.424  -0.4865
9 O -6.044 -0.596 -3.517  0.0698
10 C -4.686 -0.071 -1.646  -0.1074
11 C -3.572 -0.609 -2.272  0.0156
12 C -2.366 -0.624 -1.609  -0.0855
13 N -2.208 -0.146 -0.368  -0.0085
14 C -3.294 0.359 0.248  -0.0706
15 C -4.535 0.415 -0.358  0.0232
16 H -7.906 0.547 -2.362  0.1172
17 H -7.005 1.011 -0.964  0.0900
18 H -3.676 -1.009 -3.271  0.1246
19 H -1.484 -1.034 -2.084  0.1201
20 H -3.161 0.758 1.244  0.0974
21 H -5.350 0.843 0.209  0.1162
22 C 3.018 5.109 -1.058  -0.1013
23 C 3.063 5.150 0.474  -0.2183
24 C 2.094 4.165 1.120  -0.1655
25 N 2.316 2.792 0.626  0.0704
26 C 2.217 1.634 1.244  -0.7380
27 S 1.789 0.238 0.304  0.6793
28 N 2.464 1.429 2.562  0.1283
29 C 3.132 2.179 3.554  -0.3890
30 O 2.859 1.984 4.708  0.1460
31 C 4.292 3.021 3.138  -0.1705
32 C 5.231 2.544 2.233  -0.0276
33 C 6.364 3.296 1.956  -0.0740
34 C 6.548 4.529 2.565  -0.0807
35 C 5.603 5.008 3.467  -0.0684
36 C 4.489 4.245 3.771  -0.0229
37 H 3.493 5.991 -1.486  0.0716
38 H 1.983 5.083 -1.416  0.0798
39 H 3.542 4.234 -1.449  0.0701
40 H 2.796 6.150 0.822  0.1164
41 H 4.076 4.938 0.822  0.0908
42 H 1.063 4.414 0.862  0.1183
43 H 2.151 4.184 2.197  0.0988
44 H 2.121 2.701 -0.358  0.1132
45 H 1.870 0.714 2.963  0.1369
46 H 5.090 1.577 1.764  0.1213
47 H 7.107 2.916 1.266  0.1067
48 H 7.427 5.120 2.337  0.1054
49 H 5.746 5.968 3.947  0.1077
50 H 3.752 4.584 4.489  0.1293

Atomic forces in eV per Å
Co 0.74 0.65 0.24
O 0.10 0.05 0.00
S -0.28 0.18 0.30
O 0.00 -0.07 0.00
O -0.03 -0.65 -0.03
O -0.06 -0.05 -0.29
N 0.05 -0.07 -0.06
C -0.10 0.02 -0.04
O 0.02 0.03 0.10
C 0.04 -0.02 0.03
C -0.13 -0.06 -0.12
C 0.25 -0.09 0.04
N -0.95 0.24 0.01
C 0.05 -0.10 -0.18
C -0.07 -0.02 0.07
H -0.03 0.01 -0.01
H 0.04 0.01 0.01
H 0.06 0.01 -0.01
H 0.02 0.03 0.01
H 0.08 0.06 0.09
H 0.04 -0.01 0.00
C -0.07 0.03 0.16
C 0.00 -0.23 -0.09
C 0.16 0.08 -0.15
N -0.13 0.22 0.27
C 0.01 -0.25 -0.35
S 0.38 -0.05 -0.02
N -0.25 0.36 0.20
C 0.23 -0.17 -0.14
O -0.14 0.14 0.00
C -0.02 0.08 0.03
C -0.06 -0.04 -0.12
C 0.06 -0.01 -0.05
C -0.08 0.04 0.01
C 0.05 0.01 0.03
C -0.10 -0.02 0.00
H 0.02 -0.05 -0.01
H 0.07 0.02 -0.01
H -0.04 0.01 -0.02
H -0.01 -0.04 0.05
H 0.05 0.07 0.03
H 0.02 -0.06 0.00
H 0.02 -0.05 0.16
H -0.01 -0.11 -0.14
H 0.00 -0.15 0.02
H 0.00 0.04 0.00
H -0.03 0.01 0.02
H -0.02 -0.03 0.01
H 0.00 -0.04 -0.03
H 0.06 0.01 -0.01

As for the orbital gap (spin up / spin down): 8.0 / 8.0 eV. Its multiplicity is 2. The expectation value of S² is 0.766. The energy relative to the best compared isomer or geometry (same formula, charge and spin) is 0.00 kJ/mol. For the calculated total energy, the calculation gives -3509.480390 hartree. The value obtained for the highest occupied orbital energy (spin up / spin down) is -8.909 / -8.767 eV.